The following is a quantum chemistry calculation of a 2-piece molecular cluster, C12H17N overall, from the OMol25 dataset.

Values from the calculation:
**Energy above the lowest of the compared OMol25 structures with the same formula, charge and spin**: 0.2223 eV
**Net charge**: -1
**Lowest unoccupied orbital energy (alpha / beta)**: 3.502 / 3.498 eV
**Multiplicity**: 2
**Orbital gap (alpha / beta)**: 3.04 / 6.39 eV
**Maximum force**: 2.108 eV/A
**E_HOMO (alpha / beta)**: 0.46 / -2.89 eV

CARTESIAN COORDINATES (ANGSTROEM)
C1 -3.109 -1.472 0.472
C2 -2.939 0.002 0.017
C3 -4.397 -1.537 1.286
H1 -3.050 -2.122 -0.393
H2 -2.237 -1.620 1.101
H3 -3.722 0.298 -0.681
H4 -4.405 -0.728 2.021
H5 -5.291 -1.418 0.681
H6 -1.951 0.220 -0.380
H7 -3.011 0.654 0.888
H8 -4.459 -2.474 1.851
C4 3.692 2.642 0.159
C5 1.645 -0.476 0.129
C6 2.045 0.736 -0.470
C7 3.101 1.282 0.308
C8 3.381 0.390 1.317
C9 0.699 -1.311 -0.446
C10 0.180 -0.919 -1.729
C11 0.442 0.338 -2.267
C12 1.295 1.218 -1.600
N1 2.406 -0.642 1.299
H9 0.222 -2.123 0.085
H10 -0.313 -1.637 -2.380
H11 2.682 -1.601 1.452
H12 0.003 0.627 -3.216
H13 4.052 0.431 2.167
H14 1.497 2.236 -1.907
H15 3.858 2.920 -0.894
H16 4.670 2.692 0.602
H17 3.013 3.396 0.529

And the Mulliken charges, in e, turn out to be:
1. C 0.003
2. C -0.968
3. C -1.235
4. H 0.310
5. H 0.150
6. H 0.324
7. H 0.318
8. H 0.327
9. H 0.073
10. H 0.326
11. H 0.343
12. C -1.344
13. C 0.154
14. C 0.567
15. C 0.578
16. C -0.886
17. C -1.051
18. C -0.660
19. C -0.319
20. C -0.738
21. N -0.223
22. H 0.372
23. H 0.277
24. H 0.299
25. H 0.360
26. H 0.397
27. H 0.299
28. H 0.323
29. H 0.374
30. H 0.250